{
  "formula": "C8H15CaN12OSSe2",
  "method": "ωB97M-V/def2-TZVPD",
  "species": ["Ca", "C", "Se", "C", "C", "Se", "C", "H", "H", "H", "H", "H", "H", "H", "H", "H", "H", "N", "C", "N", "N", "N", "N", "C", "N", "N", "N", "N", "H", "O", "C", "N", "N", "C", "N", "S", "H", "H", "H", "H"],
  "positions_angstrom": [[-0.420, -0.639, -0.503], [-2.672, -0.089, 3.061], [-0.846, -0.861, 3.019], [0.146, 0.755, 3.801], [0.918, 1.553, 2.782], [1.970, 0.613, 1.470], [2.826, -0.912, 2.258], [-2.580, 0.831, 2.464], [-3.051, 0.103, 4.095], [-3.282, -0.875, 2.601], [0.802, 0.386, 4.577], [-0.547, 1.530, 4.211], [1.630, 2.226, 3.298], [0.280, 2.229, 2.122], [2.398, -1.807, 1.832], [2.691, -1.003, 3.366], [3.901, -0.864, 2.017], [-1.654, 1.985, -3.059], [-1.106, 0.766, -3.459], [-1.098, 0.471, -4.814], [-0.515, -0.771, -4.810], [-0.170, -1.195, -3.621], [-0.574, -0.217, -2.710], [-1.860, 2.395, -1.731], [-2.486, 3.512, -1.338], [-2.451, 3.443, -0.003], [-1.843, 2.319, 0.353], [-1.399, 1.690, -0.701], [-1.926, 2.568, -3.891], [-4.890, -0.781, -0.224], [-3.699, -1.083, -0.235], [-2.495, -1.362, -0.180], [3.920, -2.073, -1.250], [2.685, -2.320, -1.782], [2.455, -2.068, -3.089], [1.516, -2.974, -0.747], [4.543, -1.411, -1.664], [4.227, -2.443, -0.379], [3.096, -1.421, -3.620], [1.562, -2.206, -3.516]],
  "forces_ev_per_a": [[-0.299, 0.440, 0.786], [0.304, 0.014, 0.404], [0.025, 1.342, 0.809], [-1.119, 0.169, -0.673], [0.274, 1.288, -0.451], [0.051, 0.304, -1.363], [0.390, -0.479, 1.431], [-0.510, -0.432, 0.084], [0.610, -0.175, -0.797], [0.053, 0.504, -0.162], [0.031, -0.133, 0.208], [0.082, -1.185, 0.067], [-0.413, -0.279, -0.070], [0.479, -1.080, 0.793], [-0.083, -0.230, -0.244], [0.172, 0.372, -0.896], [-0.464, 0.016, 0.233], [0.082, 0.083, -1.139], [-0.275, -0.137, -1.340], [1.022, -1.678, 2.912], [0.269, 0.310, -0.043], [-1.658, 2.165, -1.013], [0.268, 0.517, -1.469], [0.293, 0.415, -0.865], [0.351, -0.819, -0.469], [0.323, -1.234, 0.233], [-0.277, 1.978, 1.718], [0.059, -1.100, -1.075], [0.259, -0.780, 1.845], [2.950, -0.927, -0.134], [1.164, 0.034, 0.493], [-4.373, 0.506, -0.088], [-0.161, 0.482, -1.161], [-0.081, -0.093, -0.135], [2.835, 1.163, 0.464], [-0.157, -0.220, -0.112], [0.232, 0.091, -0.471], [-0.586, -0.176, 0.508], [-0.960, -1.267, 0.928], [-1.164, 0.230, 0.253]],
  "mulliken_charge": [1.801, -0.686, 0.027, -0.898, -0.450, -0.087, -0.727, 0.147, 0.328, 0.256, 0.462, 0.412, 0.381, 0.220, 0.210, 0.292, 0.281, -0.119, 0.362, -0.503, -0.550, -0.333, -0.227, 0.272, -0.453, -0.692, -0.258, 0.069, 0.253, -0.674, 0.674, -1.014, -0.424, 0.543, -0.385, -0.424, 0.169, 0.221, 0.192, 0.328],
  "spin_multiplicity": 1,
  "homo_ev": -4.6,
  "de_lowest_kcal_mol": 23.6,
  "total_charge": -1,
  "homo_lumo_gap_ev": 6.389,
  "e_tot_ha": -6924.9812
}



{
  "formula": "C33H38BrCl2N5O2SW",
  "method": "ωB97M-V/def2-TZVPD",
  "species": ["W", "O", "C", "C", "C", "C", "C", "C", "C", "O", "N", "N", "C", "C", "Br", "C", "C", "C", "C", "C", "C", "C", "H", "H", "H", "H", "H", "H", "H", "H", "H", "H", "H", "H", "H", "H", "Cl", "C", "Cl", "H", "H", "C", "C", "C", "C", "C", "C", "C", "C", "C", "S", "C", "N", "H", "H", "H", "H", "H", "H", "H", "H", "C", "C", "N", "C", "C", "C", "C", "N", "H", "H", "H", "H", "H", "H", "H", "H", "H", "H", "H", "H", "H", "H"],
  "positions_angstrom": [[-0.070, 0.834, -0.461], [-2.958, -2.658, -0.394], [-3.121, -2.643, -1.740], [-4.256, -3.258, -2.253], [-4.475, -3.288, -3.618], [-3.567, -2.708, -4.501], [-2.450, -2.083, -3.991], [-2.216, -2.030, -2.616], [-1.043, -1.265, -2.126], [-1.406, -0.052, -1.418], [-0.259, -1.969, -1.109], [0.614, -1.048, -0.469], [0.314, -0.789, 0.873], [1.375, -0.950, 1.923], [1.988, 0.598, 2.852], [1.805, -2.176, 2.215], [2.783, -2.673, 3.197], [3.537, -3.794, 2.838], [4.486, -4.314, 3.702], [4.666, -3.743, 4.954], [3.890, -2.660, 5.338], [2.955, -2.122, 4.467], [-2.041, -2.448, -0.178], [-4.947, -3.722, -1.560], [-5.359, -3.781, -4.001], [-3.740, -2.745, -5.568], [-1.737, -1.614, -4.664], [-0.434, -0.944, -2.981], [0.268, -2.740, -1.514], [-0.651, -1.181, 1.197], [1.381, -2.954, 1.579], [3.376, -4.260, 1.872], [5.070, -5.177, 3.408], [5.394, -4.158, 5.639], [4.003, -2.237, 6.328], [2.335, -1.300, 4.795], [-0.624, 4.362, -0.549], [-1.078, 1.382, 1.427], [-2.666, 0.569, 1.415], [-1.261, 2.452, 1.523], [-0.554, 1.059, 2.314], [2.398, 0.375, -3.070], [1.239, 1.117, -3.655], [1.235, 1.301, -5.055], [0.183, 1.907, -5.660], [-0.885, 2.376, -4.866], [-2.023, 2.997, -5.439], [-3.049, 3.456, -4.661], [-2.951, 3.338, -3.268], [-1.849, 2.745, -2.696], [-1.775, 2.706, -0.966], [-0.791, 2.210, -3.472], [0.261, 1.559, -2.873], [3.214, 1.071, -2.856], [2.776, -0.350, -3.788], [2.129, -0.146, -2.155], [2.069, 0.919, -5.629], [0.147, 2.030, -6.737], [-2.065, 3.096, -6.517], [-3.920, 3.920, -5.104], [-3.742, 3.722, -2.634], [5.877, 1.888, 1.456], [5.416, 1.694, 0.017], [4.006, 1.234, -0.103], [3.836, -0.226, -0.256], [4.600, -1.062, 0.756], [3.036, 2.104, -0.168], [3.381, 3.569, -0.105], [1.718, 1.819, -0.342], [6.902, 2.259, 1.451], [5.856, 0.956, 2.014], [5.262, 2.612, 1.991], [6.019, 0.935, -0.477], [5.537, 2.606, -0.561], [4.184, -0.474, -1.262], [2.780, -0.450, -0.202], [5.680, -0.951, 0.661], [4.368, -2.109, 0.565], [4.304, -0.840, 1.781], [3.798, 3.888, -1.063], [4.112, 3.784, 0.668], [2.495, 4.167, 0.094], [1.266, 2.737, -0.433]],
  "forces_ev_per_a": [[0.316, -0.838, 0.044], [-0.174, 0.003, -0.071], [0.028, -0.012, 0.099], [-0.033, -0.050, -0.027], [-0.010, -0.011, 0.029], [-0.035, 0.007, -0.028], [0.007, 0.057, -0.023], [0.010, -0.037, 0.000], [0.039, 0.044, 0.034], [-0.045, -0.015, -0.068], [0.053, 0.007, -0.064], [-0.239, 0.244, -0.071], [0.117, 0.061, 0.010], [0.028, -0.044, -0.007], [0.007, -0.008, -0.037], [0.066, -0.025, 0.000], [-0.076, -0.032, -0.011], [0.026, 0.002, -0.010], [-0.024, -0.014, -0.043], [0.003, -0.008, 0.019], [-0.015, 0.024, -0.001], [0.016, -0.009, 0.022], [0.110, 0.025, -0.038], [0.009, 0.009, -0.015], [0.008, 0.010, 0.007], [0.008, -0.013, 0.021], [-0.019, -0.021, 0.027], [-0.007, 0.009, 0.025], [-0.037, 0.049, 0.021], [-0.081, 0.007, 0.015], [0.009, 0.019, 0.026], [0.003, 0.008, 0.029], [-0.015, 0.015, 0.005], [-0.003, 0.008, -0.009], [-0.003, -0.002, -0.014], [0.011, -0.005, 0.006], [-0.005, -0.037, 0.014], [0.049, 0.057, -0.059], [0.012, 0.051, 0.005], [-0.009, 0.051, -0.023], [0.036, -0.027, 0.043], [-0.034, 0.000, 0.017], [0.001, -0.027, 0.058], [0.079, -0.060, -0.037], [-0.070, 0.027, -0.089], [-0.038, 0.016, -0.009], [-0.027, 0.014, 0.015], [0.015, -0.013, -0.090], [0.020, -0.001, 0.044], [-0.040, -0.016, -0.103], [0.021, 0.097, 0.096], [-0.029, 0.022, -0.013], [0.058, -0.011, 0.070], [-0.023, -0.005, 0.016], [0.001, 0.005, -0.002], [-0.031, 0.031, -0.109], [-0.018, 0.020, 0.011], [0.004, -0.003, 0.033], [0.004, 0.002, 0.026], [0.027, -0.017, 0.007], [0.025, -0.003, -0.005], [-0.024, -0.006, -0.021], [0.015, -0.029, 0.044], [0.061, -0.057, 0.026], [0.126, 0.002, 0.035], [0.015, 0.067, 0.021], [-0.100, 0.052, -0.079], [-0.065, 0.012, 0.048], [-0.054, 0.202, 0.110], [-0.013, -0.008, -0.009], [-0.005, 0.001, 0.000], [-0.004, 0.000, -0.009], [-0.003, -0.025, -0.005], [0.002, -0.021, -0.005], [0.016, 0.010, 0.030], [-0.064, -0.010, 0.036], [-0.028, 0.000, 0.004], [-0.004, 0.010, -0.003], [0.018, 0.007, -0.029], [-0.013, -0.010, 0.003], [-0.020, -0.001, -0.002], [-0.035, 0.003, 0.012], [0.089, 0.168, -0.021]],
  "mulliken_charge": [1.358, -0.658, 0.311, -0.611, -0.445, -0.869, -0.510, 0.203, 0.537, -0.261, -0.505, -0.298, -1.554, 0.140, 0.018, -0.300, 0.351, -0.296, -0.837, -0.421, -0.839, -0.137, 0.384, 0.474, 0.399, 0.435, 0.416, 0.160, 0.340, 1.164, 0.409, 0.400, 0.413, 0.411, 0.416, 0.465, -0.163, -0.622, -0.052, 0.560, 0.429, -1.332, 0.655, -1.277, -0.962, 0.936, -0.793, -0.946, -0.461, 0.684, -0.225, -0.055, 0.636, 0.416, 0.767, 0.038, 0.577, 0.497, 0.457, 0.435, 0.531, -1.025, -1.189, 0.824, -0.037, -1.706, 0.759, -1.903, 0.446, 0.425, 0.298, 0.266, 0.518, 0.618, 0.317, -0.024, 0.576, 0.422, 0.325, 0.327, 0.377, 0.434, -0.441],
  "spin_multiplicity": 1,
  "homo_ev": -13.0,
  "de_lowest_kcal_mol": 74.4,
  "total_charge": 2,
  "homo_lumo_gap_ev": 5.795,
  "e_tot_ha": -5663.6908
}



{
  "formula": "C6H16N2O2",
  "method": "ωB97M-V/def2-TZVPD",
  "species": ["C", "C", "C", "C", "C", "C", "N", "N", "O", "O", "H", "H", "H", "H", "H", "H", "H", "H", "H", "H", "H", "H", "H", "H", "H", "H"],
  "positions_angstrom": [[0.934, -0.678, 1.528], [-1.166, 0.201, -0.523], [1.286, 0.143, 0.280], [0.093, 0.989, -0.199], [-2.275, 0.995, -1.171], [2.509, 1.033, 0.512], [-0.788, -1.427, -1.426], [-1.885, -2.106, -1.792], [1.971, -1.535, 1.944], [0.579, 0.225, 2.561], [2.753, -0.998, 2.124], [0.365, -0.294, 3.344], [-0.678, -0.480, -1.930], [0.106, -1.358, 1.306], [-1.544, -0.282, 0.377], [1.524, -0.589, -0.497], [-2.525, -1.757, -2.502], [-2.283, -2.712, -1.082], [0.402, 1.543, -1.091], [-0.139, 1.730, 0.575], [-1.898, 1.585, -2.009], [-3.048, 0.318, -1.552], [-2.750, 1.674, -0.460], [2.333, 1.715, 1.344], [2.720, 1.622, -0.381], [3.403, 0.443, 0.719]],
  "forces_ev_per_a": [[-0.062, -0.020, -0.174], [-0.725, -1.293, 1.725], [-0.001, -0.045, 0.061], [0.139, -0.570, -0.321], [0.221, -0.363, -0.322], [-0.167, -0.102, 0.035], [1.566, 4.641, 0.582], [-1.424, -0.550, -0.688], [0.015, 0.111, 0.009], [0.032, -0.024, -0.066], [-0.047, -0.002, -0.022], [0.012, 0.001, -0.069], [0.172, -2.690, -1.075], [0.069, 0.078, -0.014], [-0.073, 0.177, 0.085], [-0.062, -0.008, 0.078], [0.230, -0.051, 0.443], [0.069, 0.418, -0.169], [0.081, 0.092, -0.027], [-0.100, 0.000, -0.084], [-0.025, 0.093, -0.052], [-0.044, 0.070, 0.064], [0.055, -0.044, -0.017], [0.042, 0.043, 0.000], [0.002, 0.017, -0.002], [0.025, 0.022, 0.018]],
  "mulliken_charge": [-0.259, -0.068, 0.812, -1.219, -1.403, -1.625, -0.243, -0.434, -0.552, -0.533, 0.336, 0.309, 0.301, 0.420, 0.346, 0.287, 0.205, 0.210, 0.438, 0.374, 0.322, 0.415, 0.381, 0.330, 0.428, 0.423],
  "spin_multiplicity": 1,
  "homo_ev": -7.7,
  "de_lowest_kcal_mol": 104.9,
  "total_charge": 0,
  "homo_lumo_gap_ev": 8.490,
  "e_tot_ha": -498.0857
}



{
  "formula": "C3H7NOS",
  "method": "ωB97M-V/def2-TZVPD",
  "species": ["C", "C", "C", "N", "O", "S", "H", "H", "H", "H", "H", "H", "H"],
  "positions_angstrom": [[-1.238, -1.462, -0.115], [0.214, -1.191, -0.419], [0.545, -0.166, 0.615], [0.550, 1.890, -0.942], [0.681, -0.458, 1.944], [-0.188, 1.493, 0.503], [-1.979, -0.645, -0.589], [-1.538, -1.749, 0.787], [0.942, -1.987, -0.214], [0.339, -0.562, -1.277], [-0.058, 1.984, -1.750], [1.255, 2.552, -0.950], [0.475, 0.301, 2.408]],
  "forces_ev_per_a": [[0.162, 3.766, -4.871], [-0.112, -0.068, 1.772], [-1.716, 1.790, 1.552], [-1.599, -0.878, -1.138], [0.865, -3.407, -1.888], [0.598, -0.707, -0.555], [1.718, -2.084, 1.017], [-0.974, -1.531, 3.667], [-0.357, -0.159, -0.860], [0.279, -0.682, -1.234], [0.045, 0.041, 0.412], [1.540, 1.415, 0.289], [-0.449, 2.503, 1.838]],
  "mulliken_charge": [-0.832, -0.209, 0.105, -0.462, -0.420, -0.089, 0.201, 0.422, 0.283, 0.252, 0.242, 0.214, 0.292],
  "spin_multiplicity": 1,
  "homo_ev": [-7.0, -8.0],
  "de_lowest_kcal_mol": 119.1,
  "total_charge": 0,
  "homo_lumo_gap_ev": [7.459, 8.439],
  "e_tot_ha": -646.5221
}



{
  "formula": "C4H10O2",
  "method": "ωB97M-V/def2-TZVPD",
  "species": ["C", "C", "C", "H", "H", "H", "H", "H", "H", "H", "H", "O", "C", "O", "H", "H"],
  "positions_angstrom": [[-1.504, -1.566, 2.472], [-2.592, -1.065, 1.535], [-2.909, 0.439, 1.657], [-0.826, -0.737, 2.793], [-0.856, -2.268, 1.921], [-1.812, -2.051, 3.397], [-3.540, -1.581, 1.738], [-2.505, -1.264, 0.452], [-3.763, 0.758, 1.023], [-3.203, 0.628, 2.686], [-2.060, 0.992, 1.187], [4.139, 0.735, -4.588], [5.166, 1.133, -4.127], [5.547, 2.432, -4.123], [6.000, 0.484, -3.770], [4.717, 2.930, -4.253]],
  "forces_ev_per_a": [[1.550, 0.414, -0.552], [-1.968, 0.349, -0.494], [0.098, -0.232, -1.209], [-0.500, -0.454, -0.333], [-0.166, 0.058, 0.374], [-0.439, 0.011, -0.192], [0.142, -0.138, 0.279], [0.879, -0.199, 0.504], [0.221, -0.533, 0.322], [0.570, 0.694, 0.071], [-0.388, 0.030, 1.229], [-0.232, -0.005, 0.430], [1.039, -0.144, -0.724], [-0.733, -0.270, 0.583], [-0.482, 0.368, -0.024], [0.408, 0.051, -0.266]],
  "mulliken_charge": [-0.973, -0.250, -1.158, 0.287, 0.277, 0.295, 0.263, 0.303, 0.333, 0.315, 0.306, -0.462, 0.244, -0.410, 0.299, 0.329],
  "smiles": "O=CO.CCC",
  "spin_multiplicity": 1,
  "homo_ev": -11.1,
  "de_lowest_kcal_mol": 18.4,
  "total_charge": 0,
  "homo_lumo_gap_ev": 11.964,
  "e_tot_ha": -308.8688
}